[1]
DFT (ωB97M-V/def2-TZVPD) results for C29H52CuGeN5O3Se as an isolated structure.

## Properties
- HOMO energy (alpha / beta) (eV) = -10.1 / -10.1
- F_max (eV Å⁻¹) = 0.7
- HOMO-LUMO gap (alpha / beta) (eV) = 8.195 / 6.429

ORCA input file:
```
! RIJCOSX wB97M-V def2-TZVPD def2/J DEFGRID3
* xyz 1 2
Cu -0.0428 -0.6118 0.4684
C 0.6345 -3.3161 -3.2551
N 0.6368 -1.8720 -3.4300
C 0.6466 -1.4089 -4.8132
C 0.4217 -1.0791 -2.3850
O 0.2329 -1.5811 -1.2603
C 0.3611 0.4347 -2.5894
O 0.3219 1.0993 -1.3636
C 1.5716 1.7002 -0.9896
C 1.6954 1.6463 0.5394
O 1.4438 0.3027 0.8824
N 3.0461 1.9791 0.9779
C 3.5491 1.1608 2.0556
C 4.0806 2.2853 0.0198
H 1.3983 -3.7418 -3.9037
H 0.8534 -3.5607 -2.2209
H -0.3342 -3.7357 -3.5295
H 1.4439 -1.9204 -5.3512
H -0.3052 -1.6370 -5.2963
H 0.8223 -0.3436 -4.8824
H 1.2061 0.7699 -3.1951
H -0.5536 0.6588 -3.1618
H 2.3905 1.1476 -1.4493
H 1.5745 2.7300 -1.3540
H 2.7800 0.9854 2.8056
H 3.9197 0.1834 1.7253
H 4.3723 1.6894 2.5405
H 3.7554 3.0007 -0.7322
H 4.9091 2.7589 0.5494
H 4.5042 1.4110 -0.4992
C -3.9609 -3.7579 0.2149
C -4.7712 -3.3364 -1.0079
C -4.5712 -1.8726 -1.3850
C -3.1236 -1.5626 -1.7235
N -2.9306 -0.1796 -2.1400
C -2.7252 0.8559 -1.2961
Se -2.6357 0.7041 0.5469
N -2.5548 1.9651 -2.0490
C -2.2867 3.3204 -1.5648
C -3.4476 4.2716 -1.8326
C -4.7350 3.9113 -1.0954
C -4.6545 4.1490 0.4072
C -2.6402 1.6309 -3.3957
C -2.4655 2.3850 -4.5481
C -2.5733 1.7152 -5.7556
C -2.8470 0.3427 -5.8119
C -3.0123 -0.4087 -4.6598
C -2.8945 0.2660 -3.4532
H -4.2434 -4.7551 0.5503
H -4.1293 -3.0623 1.0397
H -2.8891 -3.7759 0.0083
H -5.8316 -3.5008 -0.8097
H -4.5226 -3.9774 -1.8588
H -4.8739 -1.2270 -0.5549
H -5.1972 -1.6093 -2.2415
H -2.7686 -2.1939 -2.5421
H -2.4642 -1.7208 -0.8680
H -1.3713 3.6531 -2.0585
H -2.0728 3.2289 -0.5016
H -3.6295 4.3312 -2.9074
H -3.1200 5.2699 -1.5272
H -4.9961 2.8685 -1.3014
H -5.5499 4.5055 -1.5140
H -3.9110 3.5106 0.8823
H -5.6098 3.9458 0.8885
H -4.3930 5.1864 0.6208
H -2.2553 3.4431 -4.5109
H -2.4511 2.2671 -6.6761
H -2.9396 -0.1399 -6.7738
H -3.2312 -1.4655 -4.7047
C -1.9498 -4.2087 2.5410
C -1.4504 -3.0049 1.8786
N -1.1034 -2.0400 1.3703
H -2.6831 -3.9262 3.2929
H -1.1222 -4.7318 3.0152
H -2.4193 -4.8521 1.7995
C -0.6767 5.2581 1.8422
Ge 0.9923 4.4748 1.2052
C 1.3202 5.2084 -0.5716
C 2.4382 4.9737 2.3921
C 0.6727 2.5498 1.1975
H -0.5173 6.2688 2.2148
H -1.0985 4.6587 2.6489
H -1.4136 5.3081 1.0404
H 1.4698 6.2830 -0.4674
H 0.4639 5.0570 -1.2279
H 2.2059 4.8020 -1.0564
H 2.5376 6.0581 2.4280
H 3.3751 4.5379 2.0554
H 2.2368 4.6157 3.4010
H -0.3138 2.3629 0.7675
H 0.5902 2.2677 2.2524
*
```

Partial charges, Löwdin, in e: atom 1 (Cu): 0.5249, atom 2 (C): -0.0074, atom 3 (N): -0.1156, atom 4 (C): -0.0089, atom 5 (C): -0.3504, atom 6 (O): -0.0154, atom 7 (C): -0.1011, atom 8 (O): -0.1594, atom 9 (C): -0.0952, atom 10 (C): -0.5887, atom 11 (O): -0.1979, atom 12 (N): -0.1923, atom 13 (C): -0.0836, atom 14 (C): -0.0940, atom 15 (H): 0.0980, atom 16 (H): 0.0932, atom 17 (H): 0.0990, atom 18 (H): 0.1005, atom 19 (H): 0.0931, atom 20 (H): 0.0859, atom 21 (H): 0.1392, atom 22 (H): 0.1228, atom 23 (H): 0.1318, atom 24 (H): 0.1133, atom 25 (H): 0.0896, atom 26 (H): 0.0878, atom 27 (H): 0.0895, atom 28 (H): 0.0746, atom 29 (H): 0.0907, atom 30 (H): 0.0914, atom 31 (C): -0.1236, atom 32 (C): -0.2364, atom 33 (C): -0.1821, atom 34 (C): -0.1731, atom 35 (N): -0.0098, atom 36 (C): -0.6335, atom 37 (Se): 0.7841, atom 38 (N): -0.0031, atom 39 (C): -0.1391, atom 40 (C): -0.1750, atom 41 (C): -0.2469, atom 42 (C): -0.1041, atom 43 (C): -0.1704, atom 44 (C): 0.0070, atom 45 (C): -0.0634, atom 46 (C): -0.0740, atom 47 (C): -0.0089, atom 48 (C): -0.1697, atom 49 (H): 0.0801, atom 50 (H): 0.0896, atom 51 (H): 0.0533, atom 52 (H): 0.1130, atom 53 (H): 0.1118, atom 54 (H): 0.1033, atom 55 (H): 0.1213, atom 56 (H): 0.1282, atom 57 (H): 0.0625, atom 58 (H): 0.1225, atom 59 (H): 0.0727, atom 60 (H): 0.1002, atom 61 (H): 0.1211, atom 62 (H): 0.1025, atom 63 (H): 0.1104, atom 64 (H): 0.0294, atom 65 (H): 0.0755, atom 66 (H): 0.0767, atom 67 (H): 0.1159, atom 68 (H): 0.1102, atom 69 (H): 0.1095, atom 70 (H): 0.1151, atom 71 (C): -0.0184, atom 72 (C): -0.1546, atom 73 (N): 0.1461, atom 74 (H): 0.1075, atom 75 (H): 0.1004, atom 76 (H): 0.0702, atom 77 (C): -0.2042, atom 78 (Ge): 0.8082, atom 79 (C): -0.2078, atom 80 (C): -0.2067, atom 81 (C): -0.2020, atom 82 (H): 0.0228, atom 83 (H): 0.0249, atom 84 (H): 0.0012, atom 85 (H): 0.0274, atom 86 (H): 0.0034, atom 87 (H): 0.0047, atom 88 (H): 0.0229, atom 89 (H): 0.0068, atom 90 (H): 0.0260, atom 91 (H): 0.0097, atom 92 (H): 0.0935

=====

[2]
DFT (ωB97M-V/def2-TZVPD) results for a 8-piece molecular cluster, C26H38BrF13N2O31PS7 overall at a distorted geometry.

## Properties
- HOMO energy (eV) = -12.3
- F_max (eV Å⁻¹) = 1.2
- HOMO-LUMO gap (eV) = 7.987

ORCA input file:
```
! RIJCOSX wB97M-V def2-TZVPD def2/J DEFGRID3
* xyz 1 1
O 5.9040 -0.5952 3.6577
P 5.9296 -0.7039 2.2098
O 4.9525 -1.8133 1.6225
O 7.3454 -1.0770 1.6427
C 5.2898 0.8425 1.4412
N 5.5253 2.0697 2.1885
C 6.6819 2.5170 2.8203
Br 8.3343 1.6939 2.8307
C 6.4099 3.7006 3.4151
N 5.0877 3.9700 3.1306
C 4.5692 2.9934 2.3930
C 3.1248 3.0235 1.9940
C 2.7595 2.4457 0.6096
C 1.9285 1.1705 0.5479
F 0.8573 1.3599 -0.2444
F 2.6529 0.1697 -0.0263
C 1.3760 0.5793 1.8360
F 0.8341 -0.6088 1.5224
F 2.3892 0.3214 2.6884
C 0.3009 1.4353 2.5427
F 0.6646 1.6680 3.8112
F 0.2148 2.6320 1.9388
C -1.1069 0.8187 2.5506
F -1.4637 0.4901 1.3088
F -1.9156 1.8111 2.9407
C -1.3457 -0.3742 3.5335
F -0.2158 -0.9259 3.9982
F -2.0283 0.0842 4.5781
C -2.1970 -1.4849 2.8900
F -1.5251 -2.0954 1.9304
F -2.5048 -2.3684 3.8342
F -3.2985 -0.9737 2.3969
H 4.3672 -1.4819 0.9317
H 7.3681 -1.2091 0.6864
H 5.6312 0.9293 0.4151
H 4.2281 0.6914 1.4268
H 7.0399 4.3336 3.9977
H 4.5341 4.7666 3.3982
H 2.5856 2.6019 2.8330
H 2.8526 4.0696 1.9743
H 3.6563 2.2575 0.0429
H 2.2395 3.2019 0.0433
C 3.0465 0.8459 -2.7712
C 2.2524 1.6878 -3.7351
O 2.9397 2.9617 -3.7290
S 4.4979 2.7361 -3.5023
O 5.1824 2.7562 -4.7399
O 4.9154 3.5503 -2.4145
O 4.4163 1.2153 -3.0003
H 2.7973 1.0837 -1.7377
H 2.9152 -0.2240 -2.9448
H 1.2153 1.8131 -3.4269
H 2.2912 1.2749 -4.7451
C -3.1972 1.7722 -1.8085
C -3.4729 1.6369 -3.2861
O -2.2361 1.1226 -3.8248
S -1.5467 0.1632 -2.7922
O -1.8593 -1.1876 -3.0994
O -0.1725 0.5581 -2.6517
O -2.3855 0.5971 -1.4883
H -2.6108 2.6655 -1.5939
H -4.1038 1.7721 -1.2152
H -3.7220 2.5804 -3.7527
H -4.2602 0.9089 -3.4817
C -3.0578 7.1338 -4.8344
C -2.9875 7.8511 -3.5025
O -3.3610 6.8413 -2.5461
S -2.8500 5.4191 -3.0419
O -1.6268 5.0936 -2.4016
O -3.9423 4.5095 -3.0002
O -2.5469 5.8182 -4.5499
H -4.0849 7.0369 -5.1883
H -2.4502 7.6048 -5.6007
H -3.6724 8.6904 -3.4372
H -1.9738 8.1848 -3.2753
C -1.7523 -5.5411 3.3566
C -1.4158 -5.3153 1.9056
O -0.8613 -6.5571 1.4664
S -1.5705 -7.7703 2.2539
O -2.6068 -8.3026 1.4501
O -0.5581 -8.5855 2.8084
O -2.2468 -6.8819 3.4125
H -0.8659 -5.4706 3.9919
H -2.5109 -4.8512 3.7124
H -0.6970 -4.5133 1.7690
H -2.3119 -5.1088 1.3136
C -2.0130 -2.9318 -5.9086
C -3.3340 -3.6086 -6.2038
O -3.9140 -2.8008 -7.2367
S -2.7612 -2.2077 -8.1764
O -2.6233 -3.0216 -9.3267
O -2.9497 -0.8076 -8.2769
O -1.5335 -2.5118 -7.1959
H -2.1450 -2.0515 -5.2825
H -1.2913 -3.6004 -5.4480
H -3.9940 -3.6366 -5.3420
H -3.1935 -4.6201 -6.5910
C 3.5447 -1.8474 4.8802
C 2.4157 -2.8445 4.8417
O 2.5919 -3.6231 6.0282
S 3.1967 -2.7003 7.1970
O 2.1411 -2.2399 8.0209
O 4.3356 -3.3448 7.7294
O 3.6562 -1.4801 6.2577
H 4.4880 -2.2937 4.5592
H 3.3449 -0.9658 4.2845
H 2.4546 -3.4872 3.9658
H 1.4442 -2.3526 4.8929
C -6.4132 -3.0887 -0.0135
C -6.3468 -2.2578 1.2512
O -5.9553 -0.9522 0.7981
S -6.5550 -0.6833 -0.6694
O -7.7281 0.0969 -0.5510
O -5.4749 -0.2834 -1.5340
O -6.9551 -2.1935 -0.9957
H -5.4217 -3.4046 -0.3445
H -7.0555 -3.9581 0.0892
H -5.6174 -2.6314 1.9636
H -7.3230 -2.1789 1.7324
*
```

Löwdin atomic charge list, values in e, 99 entries: atom 1 (O): -0.2287, atom 2 (P): 0.3886, atom 3 (O): -0.0792, atom 4 (O): -0.1220, atom 5 (C): -0.1217, atom 6 (N): 0.0049, atom 7 (C): -0.6530, atom 8 (Br): 0.9582, atom 9 (C): -0.0419, atom 10 (N): 0.1633, atom 11 (C): -0.1773, atom 12 (C): -0.0297, atom 13 (C): -0.0188, atom 14 (C): -0.4402, atom 15 (F): 0.1457, atom 16 (F): 0.0895, atom 17 (C): -0.3512, atom 18 (F): 0.1705, atom 19 (F): 0.1379, atom 20 (C): -0.3462, atom 21 (F): 0.1771, atom 22 (F): 0.1760, atom 23 (C): -0.3508, atom 24 (F): 0.1739, atom 25 (F): 0.1845, atom 26 (C): -0.3482, atom 27 (F): 0.1622, atom 28 (F): 0.1941, atom 29 (C): -0.5812, atom 30 (F): 0.1949, atom 31 (F): 0.1944, atom 32 (F): 0.2197, atom 33 (H): 0.0774, atom 34 (H): 0.1065, atom 35 (H): 0.1318, atom 36 (H): 0.0583, atom 37 (H): 0.1366, atom 38 (H): 0.1869, atom 39 (H): 0.1167, atom 40 (H): 0.1384, atom 41 (H): 0.1122, atom 42 (H): 0.1486, atom 43 (C): -0.1644, atom 44 (C): -0.1403, atom 45 (O): -0.1781, atom 46 (S): 0.5882, atom 47 (O): -0.1980, atom 48 (O): -0.2451, atom 49 (O): -0.1946, atom 50 (H): 0.0811, atom 51 (H): 0.1498, atom 52 (H): 0.1034, atom 53 (H): 0.1456, atom 54 (C): -0.1414, atom 55 (C): -0.1381, atom 56 (O): -0.1661, atom 57 (S): 0.6126, atom 58 (O): -0.2201, atom 59 (O): -0.2571, atom 60 (O): -0.1979, atom 61 (H): 0.1127, atom 62 (H): 0.1260, atom 63 (H): 0.1074, atom 64 (H): 0.1295, atom 65 (C): -0.1413, atom 66 (C): -0.1452, atom 67 (O): -0.1779, atom 68 (S): 0.5973, atom 69 (O): -0.2194, atom 70 (O): -0.2244, atom 71 (O): -0.1769, atom 72 (H): 0.1386, atom 73 (H): 0.1397, atom 74 (H): 0.1397, atom 75 (H): 0.1360, atom 76 (C): -0.1733, atom 77 (C): -0.1853, atom 78 (O): -0.1839, atom 79 (S): 0.6104, atom 80 (O): -0.2104, atom 81 (O): -0.2033, atom 82 (O): -0.1787, atom 83 (H): 0.1376, atom 84 (H): 0.1192, atom 85 (H): 0.1203, atom 86 (H): 0.1333, atom 87 (C): -0.1602, atom 88 (C): -0.1571, atom 89 (O): -0.1868, atom 90 (S): 0.5956, atom 91 (O): -0.2118, atom 92 (O): -0.2186, atom 93 (O): -0.1888, atom 94 (H): 0.1014, atom 95 (H): 0.1373, atom 96 (H): 0.1343, atom 97 (H): 0.1345, atom 98 (C): -0.1931, atom 99 (C): -0.1656

=====

Which value of F_max does entry 2 give? 1.2 eV Å⁻¹

=====

The lowest F_max belongs to which entry? C29H52CuGeN5O3Se